## w
{"formula": "C6H11NS", "method": "the ωB97M-V functional and the def2-TZVPD basis", "e_lumo_ev": 0.8, "smiles": "S[C@]12CCC[C@H]1NC2", "mol_weight_g_mol": 129.228, "gap_ev": 9.8, "species": ["C", "C", "C", "C", "C", "C", "H", "H", "H", "H", "H", "H", "H", "H", "H", "H", "H", "N", "S"], "xyz": [[0.896, 0.077, 0.051], [0.094, -0.959, 0.893], [-1.042, -1.382, 0.035], [-1.369, -0.107, -0.859], [-0.093, 0.712, -0.948], [0.967, 1.485, 0.719], [2.318, -1.635, -0.796], [0.654, -1.823, 1.275], [-0.204, -0.501, 1.882], [-1.899, -1.737, 0.648], [-0.715, -2.193, -0.646], [-2.179, 0.471, -0.371], [-1.794, -0.390, -1.867], [0.264, 0.834, -1.976], [-0.978, 2.090, 0.357], [0.638, 1.481, 1.768], [1.938, 1.986, 0.515], [-0.123, 1.967, -0.197], [2.628, -0.377, -0.484]]}

---

## x
{"formula": "C6H11NS", "method": "the ωB97M-V functional and the def2-TZVPD basis", "e_lumo_ev": 0.9, "smiles": "C[C@]1(S)CC=C[C@@H]1N", "mol_weight_g_mol": 129.228, "gap_ev": 9.9, "species": ["C", "C", "C", "C", "C", "C", "H", "H", "H", "H", "H", "H", "H", "H", "H", "H", "H", "N", "S"], "xyz": [[-1.136, -0.951, -1.235], [-0.066, -0.362, -0.351], [0.019, -1.194, 0.994], [0.309, -0.132, 2.015], [0.167, 1.086, 1.526], [-0.394, 1.057, 0.131], [-2.046, -0.953, -0.632], [-0.939, -2.005, -1.543], [-1.225, -0.502, -2.259], [1.156, -1.139, -2.224], [0.780, -1.965, 0.948], [-0.945, -1.652, 1.222], [0.685, -0.340, 3.009], [0.442, 2.039, 2.043], [0.162, 1.753, -0.508], [-2.126, 1.587, -0.815], [-1.955, 2.325, 0.549], [-1.825, 1.415, 0.160], [1.587, -0.380, -1.212]]}

---

Which structure loses on stability? w does.

---

## w
{"formula": "C6H11NS", "method": "the ωB97M-V functional and the def2-TZVPD basis", "e_lumo_ev": 0.9, "smiles": "N[C@@H]1[C@H]2CC[C@@H](S)[C@H]12", "mol_weight_g_mol": 129.228, "gap_ev": 9.6, "species": ["C", "C", "C", "C", "C", "C", "H", "H", "H", "H", "H", "H", "H", "H", "H", "H", "H", "N", "S"], "xyz": [[-1.488, -0.809, 0.577], [-0.869, 0.474, -0.014], [-0.166, 1.849, 0.084], [1.368, 1.263, -0.115], [1.304, -0.269, -0.203], [0.005, -0.661, 0.594], [-1.986, -1.280, -1.456], [-3.211, -1.626, -0.317], [-1.938, -1.086, 1.575], [-0.917, 0.221, -1.136], [-0.478, 2.634, -0.609], [-0.146, 2.326, 1.137], [1.886, 1.547, -1.149], [1.988, 1.514, 0.763], [1.015, -0.624, -1.219], [2.554, -2.447, 0.141], [0.298, -0.260, 1.644], [-2.198, -1.677, -0.356], [2.979, -1.089, 0.058]]}

---

## x
{"formula": "C6H11NS", "method": "the ωB97M-V functional and the def2-TZVPD basis", "e_lumo_ev": -0.2, "mol_weight_g_mol": 129.228, "gap_ev": 7.9, "species": ["C", "C", "C", "C", "C", "C", "N", "S", "H", "H", "H", "H", "H", "H", "H", "H", "H", "H", "H"], "xyz": [[-0.634, 0.165, 2.310], [-0.529, 0.320, 1.016], [0.615, 1.153, -2.356], [-1.072, 1.704, 0.426], [-1.313, -0.085, 4.657], [3.281, 0.067, -2.835], [-0.508, 0.388, 3.509], [1.465, -0.277, -2.478], [0.145, -0.295, 0.442], [1.238, 1.992, -2.545], [-1.561, 2.319, 1.204], [-1.716, 1.701, -0.444], [-0.170, 2.252, 0.092], [-0.705, -0.762, 5.327], [-2.365, -0.581, 4.457], [-1.619, 0.817, 5.385], [3.692, -0.887, -2.873], [3.866, 0.619, -2.042], [3.492, 0.640, -3.726]]}

---

## y
{"formula": "C6H11NS", "method": "the ωB97M-V functional and the def2-TZVPD basis", "e_lumo_ev": 0.4, "mol_weight_g_mol": 129.228, "gap_ev": 8.6, "species": ["C", "C", "C", "C", "C", "C", "N", "S", "H", "H", "H", "H", "H", "H", "H", "H", "H", "H", "H"], "xyz": [[-1.919, 2.040, 0.026], [-1.601, 2.415, -1.214], [-2.216, -1.611, 0.508], [-1.370, -0.303, 0.688], [-3.219, -0.745, -0.234], [2.516, 1.501, 0.486], [-2.433, 0.332, -0.022], [2.531, -0.219, -0.015], [-1.537, 1.837, -2.168], [-0.981, 3.306, -1.331], [-1.842, -2.440, -0.088], [-2.630, -1.780, 1.560], [-1.256, 0.066, 1.713], [-0.383, -0.185, 0.137], [-4.040, -0.897, -0.869], [3.466, 2.001, 0.719], [1.692, 2.054, -0.195], [2.125, 1.422, 1.506], [3.519, -0.471, -0.899]]}

---

## z
{"formula": "C6H11NS", "method": "the ωB97M-V functional and the def2-TZVPD basis", "e_lumo_ev": 0.7, "smiles": "CN(C)C=S.C1=CC1", "mol_weight_g_mol": 129.228, "gap_ev": 9.0, "species": ["C", "C", "C", "C", "C", "C", "N", "S", "H", "H", "H", "H", "H", "H", "H", "H", "H", "H", "H"], "xyz": [[-0.090, -1.353, -1.871], [-2.686, 2.101, 1.114], [-1.500, 2.524, 0.424], [-1.628, 1.263, 0.473], [1.087, -2.554, -0.011], [1.595, -0.203, -0.754], [0.930, -1.449, -0.942], [-0.292, -0.105, -2.876], [-2.584, 2.001, 2.192], [-3.714, 2.172, 0.755], [-0.762, 3.338, 0.172], [-0.719, -2.272, -1.904], [-1.403, 0.283, 0.022], [1.793, -3.284, -0.308], [1.648, -2.133, 0.743], [0.143, -2.949, 0.263], [1.707, 0.270, -1.671], [1.040, 0.387, -0.053], [2.576, -0.330, -0.387]]}

---

Which structure loses on stability? y does.

---

## w
{"formula": "C6H11NS", "method": "the ωB97M-V functional and the def2-TZVPD basis", "e_lumo_ev": 0.2, "mol_weight_g_mol": 129.228, "gap_ev": 8.1, "species": ["C", "C", "C", "C", "C", "C", "N", "S", "H", "H", "H", "H", "H", "H", "H", "H", "H", "H", "H"], "xyz": [[1.234, 0.388, 0.036], [0.637, -0.644, 0.886], [0.073, -0.323, 2.025], [0.437, -2.026, 0.186], [-0.062, 1.110, 2.352], [-1.158, 0.598, -3.086], [-0.415, -0.004, -1.981], [0.738, 0.857, -1.451], [2.041, 0.941, 0.439], [-0.450, -0.955, 2.741], [-0.332, -1.664, -0.539], [0.379, -2.871, 0.903], [1.452, -2.355, -0.305], [-0.999, 1.300, 2.935], [-0.011, 1.882, 1.555], [0.735, 1.485, 3.106], [-1.053, 1.665, -3.104], [-1.088, 0.086, -4.050], [-2.159, 0.530, -2.648]]}

---

## x
{"formula": "C6H11NS", "method": "the ωB97M-V functional and the def2-TZVPD basis", "e_lumo_ev": 0.9, "smiles": "SCC1[C@@H]2CNC[C@@H]12", "mol_weight_g_mol": 129.228, "gap_ev": 9.4, "species": ["C", "C", "C", "C", "C", "C", "H", "H", "H", "H", "H", "H", "H", "H", "H", "H", "H", "N", "S"], "xyz": [[2.151, -0.403, 0.562], [0.976, -0.394, -0.436], [-0.359, -0.862, 0.140], [-1.823, -1.031, -0.243], [-1.222, 1.322, 0.177], [-0.175, 0.532, -0.585], [4.155, 1.026, 0.640], [2.328, -1.377, 1.046], [1.921, 0.239, 1.411], [1.189, -0.839, -1.389], [-0.303, -0.647, 1.220], [-1.893, -1.338, -1.287], [-2.342, -1.786, 0.401], [-2.998, 0.714, -0.604], [-1.500, 2.219, -0.451], [-1.006, 1.562, 1.245], [-0.429, 0.510, -1.632], [-2.377, 0.367, 0.082], [3.707, 0.186, -0.295]]}

---

Which structure loses on stability? w does.

---

## w
{"formula": "C4H17N2O3", "method": "the ωB97M-V functional and the def2-TZVPD basis", "e_lumo_ev": -3.0, "charge": 1, "mol_weight_g_mol": 141.191, "gap_ev": 11.4, "species": ["C", "C", "C", "N", "C", "N", "H", "H", "H", "H", "H", "H", "H", "H", "H", "H", "H", "H", "H", "O", "H", "H", "O", "H", "H", "O"], "xyz": [[0.435, 2.830, 0.775], [-0.801, 2.361, -0.033], [-0.575, 0.983, -0.648], [1.242, -0.950, -1.956], [1.083, 0.287, -2.362], [0.184, 1.102, -1.891], [0.882, 1.954, 1.233], [1.123, 3.388, 0.146], [0.188, 3.402, 1.639], [-0.965, 3.088, -0.833], [-1.686, 2.361, 0.595], [-1.528, 0.545, -0.860], [-0.143, 0.279, 0.062], [1.960, -1.517, -2.374], [0.856, -1.249, -1.063], [1.610, 0.592, -3.258], [0.118, 1.985, -2.370], [-0.242, -3.665, -0.150], [1.254, -3.617, -0.047], [0.480, -3.035, -0.004], [-0.956, -1.195, 1.832], [-0.975, -0.006, 2.890], [-0.984, -0.248, 1.962], [-0.108, -3.282, 1.969], [-1.570, -2.893, 2.233], [-0.881, -3.501, 2.512]]}

---

## x
{"formula": "C4H17N2O3", "method": "the ωB97M-V functional and the def2-TZVPD basis", "e_lumo_ev": -2.7, "charge": 1, "mol_weight_g_mol": 141.191, "gap_ev": 10.2, "species": ["N", "C", "C", "O", "C", "N", "C", "H", "H", "H", "H", "H", "H", "H", "H", "H", "H", "H", "H", "H", "H", "H", "O", "H", "H", "O"], "xyz": [[-0.337, 0.359, -1.298], [0.246, -0.053, 0.001], [0.823, 1.353, 0.623], [1.602, 1.850, -0.418], [-0.751, -0.587, 1.018], [-2.068, -0.045, 0.732], [-2.809, 0.538, 1.880], [-0.833, -0.434, -1.734], [0.426, 0.632, -1.915], [-1.068, 1.059, -1.149], [1.133, -0.645, -0.239], [1.250, 1.148, 1.598], [-0.059, 1.993, 0.689], [2.160, 2.597, -0.217], [-0.759, -1.688, 0.962], [-0.295, -0.552, 2.016], [-2.708, -0.783, 0.476], [-2.427, 0.237, 2.871], [-3.859, 0.385, 1.655], [-2.772, 1.646, 1.935], [3.777, -0.136, -0.549], [3.795, -0.752, 0.852], [3.218, -0.323, 0.197], [-0.498, -2.535, -3.173], [-0.794, -3.451, -2.057], [-0.399, -2.587, -2.207]]}

---

Which structure loses on stability? x does.

---

## w
{"formula": "C9H16", "method": "the ωB97M-V functional and the def2-TZVPD basis", "e_lumo_ev": 0.9, "mol_weight_g_mol": 124.227, "gap_ev": 8.8, "species": ["C", "C", "C", "C", "C", "C", "C", "C", "C", "H", "H", "H", "H", "H", "H", "H", "H", "H", "H", "H", "H", "H", "H", "H", "H"], "xyz": [[-2.187, -0.383, -0.866], [-0.789, -0.592, -0.655], [-0.532, -1.382, 0.807], [0.589, -0.590, 1.519], [1.244, 0.152, 0.109], [1.863, -0.854, -0.903], [1.241, 1.565, -0.347], [-0.002, 0.649, -0.231], [-1.032, 1.644, 0.525], [-2.650, -0.382, 0.249], [-2.365, 0.643, -1.646], [-2.512, -1.352, -1.388], [-0.525, -1.350, -1.377], [-0.108, -2.424, 0.645], [-1.418, -1.645, 1.514], [0.361, 0.177, 2.281], [1.349, -1.237, 2.023], [2.161, -0.547, -1.965], [1.285, -1.828, -0.806], [2.882, -1.353, -0.587], [1.079, 2.563, 0.197], [1.730, 1.730, -1.166], [-1.920, 2.045, -0.149], [-1.482, 1.069, 1.497], [-0.232, 2.640, 0.934]]}

---

## x
{"formula": "C9H16", "method": "the ωB97M-V functional and the def2-TZVPD basis", "e_lumo_ev": 1.0, "smiles": "C#CC(C)(C)C.C=CC", "mol_weight_g_mol": 124.227, "gap_ev": 9.7, "species": ["C", "C", "C", "C", "C", "C", "H", "H", "H", "H", "H", "H", "H", "H", "H", "H", "C", "C", "C", "H", "H", "H", "H", "H", "H"], "xyz": [[-1.490, 0.664, -0.308], [-2.883, 0.192, -0.729], [-1.526, 2.078, 0.276], [-0.503, 0.541, -1.414], [-1.089, -0.281, 0.948], [-1.395, -0.652, 2.060], [-3.580, 0.254, 0.106], [-2.854, -0.840, -1.075], [-3.253, 0.816, -1.545], [-0.532, 2.393, 0.591], [-1.893, 2.781, -0.474], [-2.191, 2.122, 1.138], [-0.710, -0.252, -2.120], [-0.315, 1.470, -1.944], [0.528, 0.114, -0.953], [-1.513, -0.984, 3.055], [3.919, -1.364, 0.289], [1.451, -1.136, -0.025], [2.611, -0.643, 0.383], [1.397, -2.139, -0.432], [4.359, -1.489, 1.281], [3.798, -2.351, -0.158], [4.635, -0.799, -0.309], [2.650, 0.346, 0.827], [0.380, -0.839, 0.528]]}

---

Which structure loses on stability? w does.